The following is a DFT calculation (the ωB97M-V functional and the def2-TZVPD basis) of a structure of composition C5H7Br2Cl.

The geometry in XYZ format:
```
15
Properties=species:S:1:pos:R:3:lowdin_charge:R:1
Br -0.35 -2.63 1.48 0.64
Br 2.38 -1.20 1.23 0.59
Cl 1.43 -0.71 -2.17 0.61
C -1.48 0.35 0.51 -0.10
C 0.66 1.53 -0.26 -0.15
C 0.20 -0.96 -0.91 -0.76
C -0.31 0.43 -0.31 -0.35
C 0.94 -1.97 0.21 -1.03
H -2.22 -0.16 -0.07 0.09
H 0.24 2.45 -0.87 0.13
H 1.76 1.43 -0.52 0.06
H -0.71 -1.51 -1.24 0.09
H -1.71 1.28 0.85 0.06
H 0.60 2.07 0.74 0.09
H -1.43 -0.41 1.32 0.02
```

Computed properties:
* HOMO-LUMO gap (spin up / spin down): 8.73 / 6.57 eV
* total charge: 0
* E_tot: -157901.82924 eV

The following is a DFT calculation (the ωB97M-V functional and the def2-TZVPD basis) of the molecule C4H6N2.

The geometry in XYZ format:
```
12
Properties=species:S:1:pos:R:3:lowdin_charge:R:1
N -1.97 0.27 -0.60 0.02
N -1.32 1.38 -0.24 -0.05
C -0.03 1.15 0.12 -0.08
C -1.06 -0.69 -0.48 -0.14
C 1.44 -0.95 0.33 -0.06
C 0.18 -0.20 -0.01 -0.28
H 1.25 -1.74 1.07 0.08
H 1.89 -1.43 -0.54 0.07
H 0.64 1.97 0.36 0.12
H 2.18 -0.27 0.77 0.07
H -1.35 -1.70 -0.72 0.11
H -1.86 2.21 -0.06 0.15
```

Computed properties:
* HOMO-LUMO gap: 10.13 eV
* total charge: 0
* SMILES: Cc1cn[nH]c1
* E_tot: -7224.98804 eV

The following is a DFT calculation (the ωB97M-V functional and the def2-TZVPD basis) of a cluster of 2 separate species, CH4N2O in total.

The geometry in XYZ format:
```
8
Properties=species:S:1:pos:R:3:lowdin_charge:R:1
O -1.12 -1.46 0.68 0.06
N -0.04 0.59 0.43 0.05
N 2.04 1.18 -0.59 0.05
C -0.39 -0.42 1.07 -0.40
H -0.24 0.47 -0.56 0.05
H -0.29 -0.54 2.20 0.15
H 2.68 1.47 0.25 -0.04
H -1.33 -1.22 -0.22 0.09
```

Computed properties:
* HOMO-LUMO gap (spin up / spin down): 9.53 / 9.45 eV
* total charge: 0
* E_tot: -6124.34602 eV

The following is a DFT calculation (the ωB97M-V functional and the def2-TZVPD basis) of a structure of composition C8H6Cl3NS.

The geometry in XYZ format:
```
19
Properties=species:S:1:pos:R:3:lowdin_charge:R:1
Cl -0.17 4.69 0.16 0.56
Cl -1.79 1.75 -0.94 0.71
Cl 1.60 2.12 1.52 0.71
S 1.49 0.51 -1.28 0.87
N -1.31 -0.79 1.12 0.13
C 0.74 3.35 -0.65 -0.68
C -0.26 -2.78 0.29 -0.04
C 0.59 2.11 0.10 -0.94
C 0.49 -2.04 -0.60 -0.09
C -1.18 -2.12 1.16 -0.09
C -0.48 -0.12 0.41 -0.41
C 0.51 -0.65 -0.46 -0.57
C -0.69 1.35 0.38 -0.68
H -1.72 -2.79 1.70 0.07
H -0.08 -3.88 0.10 0.13
H 0.24 3.19 -1.60 0.04
H 1.12 -2.39 -1.35 0.09
H 1.83 3.83 -0.64 0.13
H -1.00 1.85 1.25 0.08
```

Computed properties:
* HOMO-LUMO gap: 7.84 eV
* total charge: 0
* E_tot: -58284.40067 eV

The following is a DFT calculation (the ωB97M-V functional and the def2-TZVPD basis) of a cluster of 2 separate species, C4H10OS2 in total.

The geometry in XYZ format:
```
17
Properties=species:S:1:pos:R:3:lowdin_charge:R:1
S 0.60 1.83 1.68 0.33
S -1.20 1.24 0.91 0.42
O 3.42 0.86 -2.10 0.05
C -1.13 -0.57 1.00 -0.64
C 2.24 0.95 -1.89 -0.33
C 1.27 -0.19 -1.95 -0.04
C -2.27 -1.13 1.84 -0.18
H -2.20 -0.78 2.87 0.07
H 1.23 2.20 0.55 -0.23
H 1.79 1.94 -1.65 0.10
H 1.76 -1.13 -1.71 0.09
H -0.18 -0.86 1.43 0.05
H -3.24 -0.84 1.44 0.07
H 0.86 -0.26 -2.96 0.09
H 0.44 -0.02 -1.26 0.03
H -1.18 -1.00 -0.01 0.05
H -2.21 -2.22 1.84 0.07
```

Computed properties:
* HOMO-LUMO gap: 9.71 eV
* total charge: 0
* SMILES: CC=O.CCSS
* E_tot: -28027.69143 eV